C34H47BClIrN7OS3 | the ωB97M-V functional and the def2-TZVPD basis

## Properties
Charge: +2
Energy above the lowest of the compared OMol25 structures with the same formula, charge and spin (kJ/mol): 0.00
Spin multiplicity: 6
Kohn-Sham gap (alpha / beta) (hartree): 0.28101 / 0.22241
E_tot (eV): -97031.9302
<S²>: 8.81

Last column: Löwdin spin population.
Positions of all 95 atoms, in Å:
1 Ir 0.235 0.140 0.370  2.38
2 C -4.781 -1.698 1.849  0.01
3 C -4.726 -0.261 1.336  0.00
4 C -3.899 0.659 2.234  0.00
5 C -6.153 0.279 1.268  0.00
6 N -4.140 -0.241 -0.054  0.01
7 C -4.797 0.282 -1.150  0.00
8 C -3.962 0.195 -2.201  0.01
9 N -2.781 -0.372 -1.766  0.01
10 B -1.675 -0.686 -2.795  0.00
11 N -1.007 -2.056 -2.500  0.02
12 C -1.670 -3.205 -2.856  0.02
13 C -0.960 -4.252 -2.392  0.02
14 N 0.152 -3.753 -1.745  0.03
15 C 0.094 -2.406 -1.818  0.04
16 S 1.258 -1.274 -1.189  0.40
17 C 1.108 -4.719 -1.086  0.00
18 C 2.271 -4.040 -0.377  0.01
19 C 0.299 -5.508 -0.055  0.00
20 C 1.659 -5.628 -2.184  0.00
21 N -0.618 0.458 -2.994  0.01
22 C 0.100 0.493 -4.165  0.02
23 C 0.765 1.667 -4.214  0.02
24 N 0.446 2.375 -3.073  0.02
25 C -0.377 1.600 -2.338  0.05
26 S -0.870 1.868 -0.680  0.40
27 C 0.926 3.796 -2.876  0.00
28 C 2.383 3.733 -2.429  0.00
29 C 0.793 4.508 -4.225  0.00
30 C 0.091 4.546 -1.845  0.01
31 C -2.908 -0.634 -0.449  0.03
32 S -1.723 -1.346 0.601  0.21
33 H -5.280 -1.702 2.818  0.00
34 H -3.795 -2.133 1.977  0.01
35 H -5.362 -2.323 1.170  0.00
36 H -4.388 0.727 3.206  0.00
37 H -3.852 1.663 1.808  0.00
38 H -2.891 0.281 2.384  0.00
39 H -6.571 0.226 2.271  0.00
40 H -6.790 -0.320 0.617  0.00
41 H -6.188 1.323 0.955  0.00
42 H -5.803 0.648 -1.100  0.00
43 H -4.104 0.479 -3.228  0.00
44 H -2.223 -0.787 -3.853  0.00
45 H -2.584 -3.176 -3.421  0.00
46 H -1.143 -5.306 -2.479  0.00
47 H 1.937 -3.386 0.426  0.00
48 H 2.907 -3.477 -1.057  0.00
49 H 2.872 -4.836 0.062  0.00
50 H -0.129 -4.840 0.693  0.00
51 H 0.960 -6.213 0.447  0.00
52 H -0.508 -6.082 -0.507  0.00
53 H 2.196 -5.047 -2.934  0.00
54 H 0.877 -6.200 -2.682  0.00
55 H 2.354 -6.340 -1.742  0.00
56 H 0.065 -0.314 -4.875  0.00
57 H 1.414 2.065 -4.970  0.00
58 H 3.024 3.301 -3.198  0.00
59 H 2.474 3.148 -1.512  0.00
60 H 2.740 4.740 -2.216  0.00
61 H 1.542 4.185 -4.946  0.00
62 H 0.940 5.575 -4.070  0.00
63 H -0.197 4.362 -4.655  0.00
64 H 0.271 4.204 -0.830  0.01
65 H -0.977 4.485 -2.059  0.00
66 H 0.380 5.595 -1.898  0.00
67 O 0.484 -0.403 2.693  0.11
68 C 1.756 -0.992 2.950  0.01
69 C 2.836 -0.386 2.087  0.01
70 C 4.177 -0.517 2.411  0.00
71 C 5.132 -0.018 1.543  0.00
72 C 4.716 0.613 0.379  0.00
73 C 3.364 0.718 0.135  0.01
74 N 2.439 0.226 0.969  0.10
75 H 0.438 0.425 3.206  0.01
76 H 1.658 -2.057 2.730  0.00
77 H 2.009 -0.887 4.007  0.00
78 H 4.460 -1.011 3.331  0.00
79 H 6.184 -0.116 1.771  0.00
80 H 5.425 1.024 -0.325  0.00
81 H 2.989 1.196 -0.761  0.00
82 Cl 3.842 3.226 2.591  0.03
83 C 2.658 2.626 3.703  0.12
84 C 3.086 2.108 4.908  -0.02
85 C 2.159 1.630 5.829  0.15
86 C 0.794 1.691 5.541  -0.01
87 C 0.365 2.220 4.343  0.11
88 C 1.282 2.699 3.362  0.05
89 C 0.814 3.168 2.133  0.49
90 H 4.144 2.093 5.130  0.00
91 H 2.501 1.233 6.774  0.01
92 H 0.072 1.344 6.268  0.00
93 H -0.696 2.304 4.135  0.00
94 H 1.468 3.562 1.372  0.03
95 H -0.255 3.239 1.979  0.03

Forces on the atoms, in the same order (eV/Å):
Ir 0.164 -0.142 -0.276
C -0.005 0.015 0.017
C -0.033 -0.028 -0.014
C -0.009 -0.031 0.019
C -0.006 0.010 0.044
N 0.081 0.085 -0.037
C -0.018 -0.018 -0.053
C -0.017 0.116 -0.001
N -0.061 -0.075 0.047
B 0.137 -0.002 0.115
N 0.014 0.002 0.042
C 0.011 -0.039 -0.022
C -0.003 0.023 -0.017
N -0.087 0.054 -0.005
C 0.064 -0.016 0.080
S 0.062 -0.016 -0.183
C 0.033 -0.018 -0.013
C -0.003 -0.015 -0.015
C 0.013 -0.014 0.006
C -0.004 -0.006 0.018
N -0.162 0.138 -0.208
C 0.079 0.046 -0.001
C -0.012 -0.039 0.036
N -0.070 0.030 -0.163
C 0.016 -0.163 0.257
S 0.080 0.215 -0.034
C 0.045 -0.048 0.038
C -0.016 0.036 0.040
C 0.017 0.039 0.023
C -0.024 0.011 -0.023
C -0.022 -0.002 0.102
S -0.097 -0.160 0.154
H -0.003 -0.001 0.009
H 0.018 -0.003 -0.004
H -0.002 -0.005 -0.012
H -0.002 0.001 0.014
H -0.004 0.010 -0.007
H 0.012 -0.006 -0.007
H -0.007 0.008 0.003
H 0.000 -0.016 0.001
H 0.004 0.004 -0.006
H 0.000 0.018 -0.032
H -0.018 -0.014 -0.021
H -0.008 -0.072 -0.038
H -0.015 -0.012 -0.014
H -0.030 -0.011 -0.011
H -0.003 -0.006 0.018
H 0.001 -0.003 -0.008
H 0.015 0.002 0.006
H -0.001 0.012 0.000
H 0.002 -0.003 0.010
H -0.002 -0.005 -0.012
H 0.005 0.007 -0.004
H -0.010 -0.002 -0.003
H 0.008 -0.005 0.007
H -0.033 0.001 -0.037
H -0.004 0.003 -0.043
H -0.003 -0.050 0.005
H -0.006 0.026 0.026
H 0.013 0.018 -0.041
H 0.002 -0.029 -0.019
H 0.031 0.004 -0.009
H -0.026 0.020 0.018
H 0.016 0.024 -0.007
H -0.010 -0.004 -0.012
H -0.002 0.012 0.008
O 0.016 -0.070 0.018
C 0.055 0.030 0.047
C -0.016 -0.015 -0.010
C -0.024 -0.004 -0.007
C -0.019 0.002 0.003
C -0.011 -0.007 0.001
C 0.004 0.026 -0.039
N 0.012 0.003 0.211
H -0.104 -0.016 0.003
H 0.010 0.015 -0.016
H 0.006 0.000 -0.020
H 0.004 -0.001 0.011
H 0.010 0.004 0.002
H 0.008 0.003 -0.009
H 0.011 -0.011 -0.008
Cl -0.013 -0.004 0.016
C 0.033 0.021 -0.014
C -0.037 0.006 -0.031
C 0.041 -0.009 0.009
C -0.023 0.002 -0.012
C 0.011 0.029 0.034
C 0.019 -0.088 -0.019
C -0.153 0.189 0.081
H 0.010 -0.008 0.016
H -0.006 -0.004 0.016
H -0.002 0.001 0.004
H -0.008 0.006 -0.004
H 0.070 -0.022 0.011
H -0.006 0.009 -0.047